Record 1
Entry from the Open Molecules 2025 dataset: a 16-piece molecular cluster, C30H95F6N5O15P overall in a non-equilibrium geometry (wB97M-V/def2-TZVPD).

Geometry as XYZ:
```
152
Properties=species:S:1:pos:R:3:mulliken_charge:R:1
P 8.257 -19.676 -5.143 1.802
F 8.663 -20.296 -3.663 -0.390
F 7.692 -21.034 -5.590 -0.589
F 9.770 -19.997 -5.631 -0.401
F 8.051 -19.064 -6.668 -0.501
F 6.702 -19.401 -4.707 -0.461
F 8.783 -18.194 -4.599 -0.353
O 7.125 -23.735 -0.255 0.047
O 11.769 -24.503 1.067 -0.114
O 4.633 -18.229 -8.676 -0.562
O 14.431 -16.513 -5.671 -0.478
O 11.597 -20.790 -4.051 0.221
O 6.601 -24.482 -7.028 -0.743
O 8.542 -26.118 -4.072 -0.565
O 11.776 -21.877 -9.309 -0.534
O 11.644 -17.014 -4.425 -0.581
O 4.208 -20.467 -6.950 -0.500
O 11.405 -15.221 -2.385 -0.617
O 9.119 -19.671 0.625 -0.408
O 9.049 -23.405 -4.810 -0.653
O 6.596 -14.596 -5.683 -0.533
O 3.681 -19.755 -1.900 -0.438
N 5.632 -17.721 -3.087 -0.544
N 11.325 -18.381 -1.761 -0.113
N 7.741 -27.294 -1.162 -0.869
N 12.341 -21.572 -0.953 -0.510
N 8.172 -22.417 -8.177 -0.318
C 10.622 -18.566 -0.522 0.236
C 5.696 -18.879 -9.343 0.725
C 6.856 -14.721 -7.076 -0.065
C 11.665 -22.599 -0.300 0.565
C 7.679 -26.175 -0.197 0.837
C 9.562 -22.946 -8.514 0.744
C 5.528 -14.521 -7.769 -0.837
C 13.929 -20.397 -4.297 -2.008
C 10.695 -23.210 -1.340 -0.340
C 12.646 -23.631 0.378 -1.423
C 3.522 -21.121 -1.825 -0.619
C 12.593 -20.400 -4.926 0.837
C 3.861 -16.736 -4.298 -1.337
C 3.944 -22.270 -8.467 -1.262
C 3.574 -19.069 -3.130 0.031
C 4.455 -21.841 -7.080 1.015
C 8.364 -20.881 0.576 -0.500
C 9.273 -19.200 -0.721 1.283
C 10.647 -17.231 0.281 -2.082
C 4.197 -17.636 -3.071 0.400
C 14.283 -16.248 -7.001 -0.344
C 8.847 -26.180 0.699 -1.731
C 12.739 -22.013 -8.299 -0.241
C 14.270 -17.511 -7.855 -0.624
C 10.449 -21.670 -8.683 -0.610
C 9.407 -23.940 -9.703 -1.653
C 12.392 -25.453 1.918 -0.950
C 6.391 -18.121 -10.425 -1.239
C 7.544 -24.884 -1.090 -0.516
C 5.788 -23.574 0.018 -0.856
H 13.676 -22.335 -8.753 0.296
H 9.388 -20.124 -1.289 -0.791
H 13.416 -15.625 -7.222 0.308
H 4.557 -20.198 -6.097 0.146
H 6.632 -15.471 -5.291 0.291
H 10.227 -23.954 -0.696 0.009
H 14.525 -19.792 -4.979 0.514
H 11.327 -19.200 0.015 0.321
H 2.520 -19.024 -3.406 0.445
H 13.406 -18.112 -7.573 -0.047
H 9.922 -21.104 -9.451 0.278
H 3.933 -17.163 -2.125 0.428
H 5.673 -14.292 -8.825 0.348
H 7.266 -15.643 -7.489 0.069
H 6.858 -27.419 -1.636 0.313
H 8.435 -18.685 -1.191 0.429
H 7.823 -21.698 -8.795 0.278
H 10.772 -20.760 -4.541 0.000
H 4.521 -23.138 -8.784 0.333
H 14.147 -17.256 -8.907 0.393
H 8.316 -27.054 -1.957 0.260
H 14.340 -21.406 -4.310 0.360
H 8.481 -21.400 1.527 0.425
H 7.305 -20.763 0.347 0.346
H 8.287 -21.903 -7.316 -0.177
H 10.823 -17.333 -4.799 0.244
H 13.330 -23.118 1.055 0.446
H 15.159 -15.640 -7.228 0.265
H 12.911 -24.954 2.737 0.338
H 6.032 -23.909 -7.542 0.281
H 10.360 -24.408 -9.950 0.348
H 6.026 -18.087 -3.942 0.293
H 8.635 -25.190 -4.284 0.363
H 11.570 -25.963 2.422 0.220
H 13.345 -24.118 -0.303 0.408
H 10.604 -21.042 -7.806 0.415
H 5.307 -19.866 -9.592 0.006
H 5.500 -24.299 0.778 0.245
H 12.956 -21.006 -7.943 -0.096
H 5.667 -22.518 0.262 0.177
H 2.876 -22.443 -8.338 0.366
H 12.367 -19.365 -5.184 0.086
H 12.713 -21.910 -1.830 0.298
H 5.236 -23.663 -0.918 0.370
H 9.972 -23.430 -7.627 0.221
H 11.063 -22.108 0.465 0.334
H 7.123 -18.735 -10.949 0.305
H 4.083 -19.652 -3.897 -0.258
H 9.179 -22.946 -3.980 0.210
H 7.913 -26.449 -4.714 0.312
H 2.803 -16.487 -4.381 0.459
H 9.984 -16.490 -0.166 0.375
H 6.829 -25.229 -1.836 0.406
H 4.523 -21.551 -1.838 0.089
H 6.721 -26.313 0.304 0.331
H 4.189 -18.920 -8.178 0.431
H 11.158 -23.665 -2.215 0.576
H 11.054 -17.511 -2.197 0.031
H 5.530 -21.960 -6.949 -0.839
H 9.801 -26.141 0.174 0.192
H 8.998 -23.344 -10.518 0.353
H 5.881 -18.358 -2.343 0.071
H 15.167 -18.093 -7.640 0.253
H 12.642 -20.997 -5.837 -0.336
H 5.052 -15.493 -7.640 0.067
H 8.843 -25.386 1.447 0.358
H 13.946 -19.755 -3.416 0.347
H 7.660 -14.035 -7.345 0.323
H 2.985 -21.450 -0.935 0.284
H 8.652 -22.751 -5.386 0.224
H 11.634 -16.800 0.450 0.363
H 4.109 -22.379 -6.198 0.443
H 12.242 -22.610 -7.535 0.267
H 11.872 -20.695 -1.125 0.036
H 6.315 -19.053 -8.462 -0.193
H 4.517 -15.871 -4.201 0.364
H 13.585 -16.379 -5.237 0.261
H 8.844 -27.081 1.312 0.463
H 11.165 -19.125 -2.426 -0.092
H 10.232 -17.466 1.261 0.460
H 8.734 -24.762 -9.462 0.356
H 2.915 -21.448 -2.669 0.380
H 4.966 -13.714 -7.299 0.325
H 3.848 -21.607 -9.327 0.356
H 5.498 -17.936 -11.022 0.359
H 7.477 -24.116 -7.142 0.327
H 3.950 -17.280 -5.239 0.094
H 11.069 -15.238 -1.489 0.246
H 11.381 -16.300 -3.844 0.288
H 6.943 -17.210 -10.194 0.261
H 12.188 -14.672 -2.337 0.261
H 8.452 -24.679 -1.657 -0.017
H 13.029 -26.098 1.314 0.368
H 9.864 -22.589 -1.674 -0.402
H 8.836 -21.613 -0.080 -0.068
```

Values from the calculation:
net charge: -1
LUMO level: 2.231 eV
highest occupied orbital energy: -6.19 eV
2S+1: 1
orbital gap: 8.42 eV
largest force on an atom: 3.7 eV/Å

---

Record 2
Entry from the Open Molecules 2025 dataset: one molecule with the formula C13H28N2O3 (wB97M-V/def2-TZVPD).

Geometry as XYZ:
```
46
Properties=species:S:1:pos:R:3:mulliken_charge:R:1
O 1.706 3.314 0.049 -0.686
O 0.486 -1.075 0.007 -0.550
O -1.656 -2.521 0.761 -0.318
N 2.356 1.165 -0.002 0.196
N 3.573 1.392 0.673 -0.888
C -1.981 -5.140 3.447 -1.587
C -1.718 -1.125 0.960 -0.760
C 0.217 1.675 -0.967 0.982
C -1.253 -4.157 2.534 0.954
C -0.305 -3.273 3.341 -1.362
C -0.689 1.021 0.100 -1.569
C 1.484 2.159 -0.262 -0.357
C -0.797 -0.492 -0.090 0.544
C 1.566 3.427 -3.147 0.005
C 2.021 3.778 -4.559 -1.476
C -0.461 2.834 -1.704 -1.034
C -2.277 -3.315 1.758 -0.999
C 0.088 3.047 -3.115 -0.874
H -2.980 -3.983 1.245 0.329
H 1.457 4.626 -4.943 0.358
H 0.341 -2.026 0.108 0.337
H 3.411 1.420 1.683 0.246
H -1.215 -0.709 -1.086 0.185
H -1.265 -5.759 3.981 0.399
H -1.366 -0.858 1.966 0.381
H 3.077 4.036 -4.567 0.393
H 2.168 2.598 -2.772 0.204
H -0.296 1.219 1.099 0.426
H -0.318 3.743 -1.117 0.365
H -2.636 -5.790 2.871 0.396
H 0.236 -2.591 2.690 0.251
H 0.504 0.908 -1.690 0.519
H 2.098 0.195 -0.130 0.306
H -2.584 -4.604 4.177 0.366
H -0.064 2.137 -3.703 0.308
H -2.746 -0.757 0.837 0.350
H -1.693 1.443 0.053 0.489
H -0.859 -2.693 4.076 0.315
H -1.533 2.640 -1.780 0.433
H 1.868 2.935 -5.230 0.337
H -0.490 3.844 -3.590 0.427
H 1.731 4.278 -2.484 0.310
H 0.423 -3.886 3.867 0.414
H 3.883 2.326 0.404 0.315
H -0.668 -4.719 1.798 0.203
H -2.845 -2.686 2.451 0.420
```

Values from the calculation:
LUMO level: 0.786 eV
highest occupied orbital energy: -9.05 eV
2S+1: 1
orbital gap: 9.84 eV
largest force on an atom: 0.8 eV/Å
structure (SMILES): CCCC[C@H](C[C@@H](O)COCC(C)C)C(=O)NN
relative energy (zero: lowest compared OMol25 entry of this formula, charge and spin): 2.0 kcal per mole

---

Record 3
Entry from the Open Molecules 2025 dataset: CHNP2S2 as an isolated structure in a non-equilibrium geometry (wB97M-V/def2-TZVPD).

Geometry as XYZ:
```
7
Properties=species:S:1:pos:R:3:mulliken_charge:R:1
S 2.473 -0.590 0.220 -0.225
S 0.455 2.175 -0.583 -0.133
P 0.812 -1.634 -0.534 0.034
P 0.690 0.899 0.811 0.176
N -1.715 -0.477 -0.191 -0.599
C -0.291 -0.427 -0.016 0.496
H -2.425 0.055 0.292 0.251
```

Values from the calculation:
LUMO level (spin up / spin down): -2.952 / -1.856 eV
highest occupied orbital energy (spin up / spin down): -8.40 / -8.96 eV
2S+1: 1
orbital gap (spin up / spin down): 5.45 / 7.10 eV
largest force on an atom: 6.9 eV/Å
relative energy (zero: lowest compared OMol25 entry of this formula, charge and spin): 39.4 kcal per mole

---

Record 4
Entry from the Open Molecules 2025 dataset: one molecule with the formula C16H24N4OS2 in a non-equilibrium geometry (wB97M-V/def2-TZVPD).

Geometry as XYZ:
```
47
Properties=species:S:1:pos:R:3:mulliken_charge:R:1
S -0.476 1.179 3.010 -0.106
S -1.251 0.801 5.934 -0.143
O 0.392 0.052 -3.424 -0.531
N 0.417 -1.228 0.040 -0.546
N 0.367 1.065 0.106 -0.488
N -0.703 -1.147 4.027 -0.650
N -0.222 -1.254 2.782 -0.134
C 0.267 -0.091 0.689 0.387
C -0.345 3.005 -2.562 -1.658
C 0.483 -0.025 -1.991 0.491
C -0.768 0.165 4.345 0.389
C 2.154 2.296 -2.946 -1.177
C 0.986 2.538 -1.894 2.116
C 1.944 -2.325 -3.045 -1.438
C 0.763 -2.505 -2.017 1.886
C -3.084 0.305 5.934 -0.278
C -3.710 0.266 7.324 -1.150
C 0.585 1.144 -1.232 -0.244
C -0.106 -0.198 2.110 0.217
C 1.465 3.538 -0.875 -1.749
C 0.508 -1.197 -1.292 -0.031
C -0.513 -2.903 -2.777 -1.604
C 1.303 -3.680 -1.203 -2.060
H -0.191 3.842 -3.224 0.411
H -0.813 2.184 -3.063 0.382
H 2.296 3.258 -0.230 0.367
H 1.652 -1.931 -4.015 0.339
H -0.780 -2.301 -3.638 0.345
H 1.937 -3.378 -0.391 0.430
H 2.552 -1.496 -2.605 0.297
H 1.718 4.469 -1.443 0.467
H 0.534 -4.116 -0.702 0.536
H -4.766 0.321 7.216 0.354
H 1.723 -4.483 -1.842 0.409
H -0.364 -3.947 -3.099 0.429
H 2.557 -3.194 -3.128 0.421
H 0.602 3.889 -0.221 0.279
H 1.621 2.211 -3.928 0.291
H 2.624 1.301 -2.817 0.173
H -3.319 -0.641 5.401 0.361
H -1.317 -3.009 -2.019 0.376
H -3.452 -0.583 8.031 0.281
H -3.646 1.123 5.312 0.241
H -0.132 -0.719 -3.825 0.230
H 2.899 3.127 -2.948 0.367
H -1.093 3.185 -1.760 0.394
H -3.296 1.084 7.895 0.321
```

Values from the calculation:
LUMO level: 0.109 eV
highest occupied orbital energy: -8.85 eV
2S+1: 1
orbital gap: 8.96 eV
largest force on an atom: 3.5 eV/Å
structure (SMILES): CCSc1nnc(-c2nc(C(C)(C)C)c(O)c(C(C)(C)C)n2)s1
relative energy (zero: lowest compared OMol25 entry of this formula, charge and spin): 40.7 kcal per mole

---

> Look up the largest force on an atom of the third one.

6.9 eV/Å

---

> Among the records above, which one has the highest largest force on an atom?

CHNP2S2

---

What did the third record say?
Entry from the Open Molecules 2025 dataset: CHNP2S2 as an isolated structure in a non-equilibrium geometry (wB97M-V/def2-TZVPD).

Geometry as XYZ:
```
7
Properties=species:S:1:pos:R:3:mulliken_charge:R:1
S 2.473 -0.590 0.220 -0.225
S 0.455 2.175 -0.583 -0.133
P 0.812 -1.634 -0.534 0.034
P 0.690 0.899 0.811 0.176
N -1.715 -0.477 -0.191 -0.599
C -0.291 -0.427 -0.016 0.496
H -2.425 0.055 0.292 0.251
```

Values from the calculation:
LUMO level (spin up / spin down): -2.952 / -1.856 eV
highest occupied orbital energy (spin up / spin down): -8.40 / -8.96 eV
2S+1: 1
orbital gap (spin up / spin down): 5.45 / 7.10 eV
largest force on an atom: 6.9 eV/Å
relative energy (zero: lowest compared OMol25 entry of this formula, charge and spin): 39.4 kcal per mole